# 1
Entry from the OMol25 dataset: a cluster of 2 separate species, CH6NO in total in a non-equilibrium geometry (ωB97M-V with the def2-TZVPD basis set).

HOMO in Eh: -0.0829
Calculated total energy in eV: -4671.0885
Frontier orbital gap in eV: 6.6
Relative energy (zero: lowest compared OMol25 entry of this formula, charge and spin) in eV: 0.279
Total charge: -1

Last column: Löwdin charge in e.
Atoms and positions in Å:
O1 2.0007 -1.1333 1.3565  -0.626
H1 1.7736 -2.0460 1.4199  -0.235
C1 -0.6949 0.8516 -0.7797  -0.239
N1 -0.5323 -0.0717 0.3235  -0.082
H2 0.2608 1.1940 -1.1799  0.056
H3 -1.2813 1.7297 -0.4796  0.042
H4 -1.3293 0.4039 -1.5526  0.052
H5 -0.5212 -1.0331 0.0624  0.028
H6 0.3238 0.1050 0.8295  0.004

Atoms 1-6, force components in eV/Å:
0.3 1.2 -0.1
-0.3 -1.1 0.1
-0.6 -0.3 0.2
-0.9 1.0 0.3
0.0 0.0 -0.4
0.2 0.2 0.2

---

# 2
Entry from the OMol25 dataset: a cluster of 2 separate species, CH6NO in total in a non-equilibrium geometry (ωB97M-V with the def2-TZVPD basis set).

HOMO (spin up / spin down) in Eh: -0.9033 / -0.9893
Calculated total energy in eV: -4648.8176
2S+1: 2
Frontier orbital gap (spin up / spin down) in eV: 12.7 / 11.7
Relative energy (zero: lowest compared OMol25 entry of this formula, charge and spin) in eV: 0.735
Total charge: +2
<S²>: 0.7593

Last column: Löwdin charge in e.
Atoms and positions in Å:
N1 0.6335 -1.3542 0.9988  0.272
H1 1.6639 -0.9664 1.2707  0.241
H2 0.0781 -1.5020 1.8672  0.171
H3 0.8346 -2.2974 0.4553  0.226
H4 0.1912 -0.6512 0.4345  0.048
O1 -0.4365 0.9520 -0.4082  0.261
C1 -0.9591 1.7026 -1.2030  0.223
H5 -0.5085 2.8564 -1.2010  0.283
H6 -1.4973 1.2602 -2.2144  0.275

Atoms 1-6, force components in eV/Å:
3.8 -1.5 0.6
-2.9 -1.1 -0.5
0.5 -0.2 -0.5
-0.8 2.2 1.3
-0.1 -0.2 -0.3
-2.0 2.2 -1.9